Below is a cluster of 2 separate species, C2H4N2OS in total, with properties calculated with the ωB97M-V functional and the def2-TZVPD basis.

**Maximum force**: 4.45 eV/A
**Molar mass**: 104.13 u
**Frontier orbital gap**: 9.45 eV
**LUMO**: -0.52 eV
**Relative energy (zero: lowest compared OMol25 entry of this formula, charge and spin)**: 297.9 kJ/mol

Geometry (Å):
1 C -1.801 0.975 -0.893
2 H 0.720 -1.113 1.081
3 S -2.294 -0.142 0.234
4 N 1.797 0.976 -0.678
5 H -0.692 0.986 -0.920
6 C 1.765 0.107 0.029
7 H -2.487 1.624 -1.411
8 H 2.512 -1.590 0.839
9 O -1.200 -0.945 0.793
10 N 1.679 -0.878 0.926